{
  "formula": "C18H30NO",
  "method": "ωB97M-V/def2-TZVPD",
  "species": ["C", "C", "C", "C", "C", "C", "C", "C", "O", "C", "C", "C", "N", "C", "C", "C", "C", "C", "C", "C", "H", "H", "H", "H", "H", "H", "H", "H", "H", "H", "H", "H", "H", "H", "H", "H", "H", "H", "H", "H", "H", "H", "H", "H", "H", "H", "H", "H", "H", "H"],
  "xyz": [[5.83, 0.49, 0.46], [4.81, -0.58, 0.06], [5.21, -1.14, -1.31], [4.85, -1.70, 1.11], [3.39, -0.04, -0.02], [3.07, 1.29, 0.23], [1.77, 1.76, 0.15], [0.75, 0.90, -0.21], [-0.59, 1.26, -0.32], [-0.95, 2.62, -0.16], [-2.44, 2.75, -0.43], [-3.28, 1.99, 0.58], [-2.98, 0.53, 0.50], [-3.77, -0.23, -0.52], [-3.16, -1.63, -0.67], [-3.89, -2.46, 0.39], [-5.33, -1.96, 0.27], [-5.21, -0.46, -0.03], [1.05, -0.44, -0.47], [2.35, -0.89, -0.38], [5.86, 1.29, -0.27], [5.60, 0.90, 1.44], [6.82, 0.04, 0.50], [6.23, -1.51, -1.28], [5.15, -0.36, -2.07], [4.56, -1.96, -1.62], [4.55, -1.32, 2.08], [4.19, -2.52, 0.85], [5.86, -2.09, 1.19], [3.84, 1.99, 0.51], [1.58, 2.80, 0.36], [-0.39, 3.24, -0.87], [-0.71, 2.96, 0.86], [-2.72, 3.81, -0.39], [-2.65, 2.39, -1.44], [-4.35, 2.15, 0.41], [-3.04, 2.33, 1.59], [-1.96, 0.49, 0.25], [-3.13, 0.07, 1.40], [-3.72, 0.33, -1.45], [-2.08, -1.64, -0.55], [-3.40, -2.02, -1.66], [-3.81, -3.53, 0.21], [-3.49, -2.26, 1.39], [-5.82, -2.47, -0.55], [-5.91, -2.15, 1.18], [-5.93, -0.16, -0.79], [-5.41, 0.13, 0.86], [0.25, -1.11, -0.76], [2.54, -1.93, -0.59]],
  "homo_lumo_gap_ev": 8.894,
  "homo_energy_ev": -11.3,
  "charge": 1
}

{
  "formula": "C18H30O2",
  "method": "ωB97M-V/def2-TZVPD",
  "species": ["C", "C", "C", "C", "C", "C", "C", "C", "C", "C", "C", "C", "C", "C", "C", "C", "C", "C", "O", "O", "H", "H", "H", "H", "H", "H", "H", "H", "H", "H", "H", "H", "H", "H", "H", "H", "H", "H", "H", "H", "H", "H", "H", "H", "H", "H", "H", "H", "H", "H"],
  "xyz": [[-5.15, 0.08, 2.61], [-4.38, -0.66, 1.52], [-5.02, -0.44, 0.14], [-4.34, -1.24, -0.97], [-2.92, -0.75, -1.30], [-2.94, 0.67, -1.76], [-2.33, 1.71, -1.23], [-1.42, 1.73, -0.03], [-0.10, 2.35, -0.41], [0.93, 1.69, -0.93], [1.00, 0.21, -1.17], [1.44, -0.51, 0.07], [2.52, -1.27, 0.21], [3.53, -1.62, -0.84], [4.91, -1.93, -0.25], [5.75, -0.69, 0.06], [5.14, 0.22, 1.13], [4.14, 1.18, 0.55], [4.14, 1.60, -0.57], [3.25, 1.59, 1.47], [-4.68, -0.07, 3.58], [-5.17, 1.15, 2.40], [-6.18, -0.27, 2.66], [-4.36, -1.72, 1.75], [-3.35, -0.30, 1.51], [-6.07, -0.74, 0.20], [-4.98, 0.62, -0.11], [-4.95, -1.17, -1.87], [-4.29, -2.30, -0.68], [-2.28, -0.88, -0.43], [-2.52, -1.38, -2.10], [-3.56, 0.83, -2.64], [-2.45, 2.69, -1.69], [-1.88, 2.33, 0.75], [-1.27, 0.72, 0.35], [-0.04, 3.42, -0.29], [1.83, 2.23, -1.18], [1.69, 0.01, -1.99], [0.01, -0.16, -1.46], [0.80, -0.35, 0.93], [2.68, -1.74, 1.17], [3.62, -0.82, -1.57], [3.17, -2.52, -1.36], [5.47, -2.53, -0.98], [4.80, -2.53, 0.65], [5.88, -0.10, -0.85], [6.73, -1.02, 0.40], [5.93, 0.83, 1.58], [4.67, -0.35, 1.93], [2.59, 2.18, 1.07]],
  "homo_lumo_gap_ev": 9.795,
  "homo_energy_ev": -8.9
}

{
  "formula": "C18H31AlN2",
  "method": "ωB97M-V/def2-TZVPD",
  "species": ["C", "H", "H", "H", "C", "H", "H", "C", "H", "H", "H", "C", "C", "C", "C", "C", "C", "C", "C", "C", "C", "Al", "H", "H", "H", "H", "H", "H", "H", "H", "H", "H", "H", "H", "H", "H", "H", "C", "C", "C", "C", "N", "N", "C", "H", "H", "H", "H", "H", "H", "H", "H"],
  "xyz": [[-1.23, -1.97, 0.62], [-2.28, -2.13, 0.33], [-0.72, -2.91, 0.36], [-1.10, -1.53, -2.02], [-1.14, -1.74, 2.12], [-0.18, -1.28, 2.38], [-1.93, -1.04, 2.44], [-1.28, -3.07, 2.89], [-1.28, -2.89, 3.97], [-2.21, -3.58, 2.62], [-0.44, -3.73, 2.66], [1.75, 0.89, -0.62], [2.07, 0.27, 0.61], [2.04, -1.15, 0.43], [1.65, -1.43, -0.91], [1.38, -0.14, -1.57], [1.46, 0.05, -3.05], [1.84, -2.72, -1.62], [2.43, -2.18, 1.42], [2.39, 0.98, 1.86], [1.87, 2.32, -0.95], [-0.54, -0.73, -0.78], [1.31, -2.74, -2.58], [2.92, -2.86, -1.83], [1.51, -3.58, -1.02], [1.03, -0.81, -3.58], [0.92, 0.95, -3.36], [2.51, 0.16, -3.36], [1.52, 2.95, -0.13], [2.92, 2.60, -1.16], [1.29, 2.57, -1.84], [2.21, 0.34, 2.74], [3.44, 1.31, 1.89], [1.76, 1.88, 1.97], [1.86, -3.11, 1.28], [3.50, -2.44, 1.34], [2.26, -1.83, 2.45], [-3.63, 3.11, -2.38], [-2.80, 2.50, -1.32], [-2.61, 2.81, 0.03], [-1.78, 1.83, 0.57], [-1.43, 0.97, -0.43], [-2.06, 1.42, -1.56], [-1.26, 1.81, 1.95], [-4.70, 3.06, -2.14], [-3.36, 4.17, -2.49], [-3.48, 2.61, -3.34], [-3.01, 3.66, 0.56], [-1.95, 0.93, -2.45], [-0.74, 2.76, 2.15], [-2.09, 1.74, 2.68], [-0.58, 0.99, 2.17]],
  "homo_lumo_gap_ev": [4.796, 6.127],
  "homo_energy_ev": [-15.3, -15.8],
  "charge": 2
}

{
  "formula": "C18H31B3F9O12P",
  "method": "ωB97M-V/def2-TZVPD",
  "species": ["C", "C", "O", "P", "O", "C", "C", "B", "O", "B", "O", "B", "C", "F", "F", "C", "F", "F", "C", "F", "F", "C", "F", "F", "F", "O", "O", "C", "C", "H", "H", "H", "H", "H", "H", "H", "H", "H", "H", "H", "H", "H", "H", "H", "C", "C", "O", "C", "O", "O", "C", "H", "H", "H", "H", "H", "H", "H", "H", "C", "C", "O", "C", "O", "O", "C", "H", "H", "H", "H", "H", "H", "H", "H"],
  "xyz": [[-2.58, -0.26, -2.07], [-1.47, -1.24, -1.73], [-0.75, -1.58, -2.92], [0.83, -1.85, -2.82], [1.28, -2.70, -3.91], [1.61, -0.22, -2.87], [0.91, 0.92, -2.12], [1.64, 2.28, -2.40], [1.12, 3.52, -2.04], [1.60, 4.61, -2.73], [2.92, 4.64, -3.15], [3.53, 3.47, -2.78], [4.91, 3.47, -1.95], [4.98, 4.62, -1.23], [4.89, 2.45, -1.05], [6.19, 3.38, -2.84], [5.82, 3.21, -4.14], [6.88, 4.53, -2.75], [7.17, 2.23, -2.48], [8.30, 2.45, -3.21], [7.52, 2.28, -1.17], [6.65, 0.80, -2.86], [7.13, 0.45, -4.06], [7.03, -0.09, -1.95], [5.31, 0.79, -2.94], [2.87, 2.30, -3.03], [0.99, -2.51, -1.37], [2.22, -2.30, -0.65], [2.01, -1.36, 0.53], [-2.24, 0.43, -2.84], [-3.42, -0.81, -2.48], [-2.92, 0.26, -1.19], [-1.92, -2.13, -1.31], [-0.83, -0.80, -0.98], [2.65, -0.27, -2.57], [1.62, 0.03, -3.93], [-0.10, 1.05, -2.50], [0.89, 0.77, -1.05], [0.91, 5.54, -2.99], [3.03, -2.00, -1.30], [2.49, -3.27, -0.26], [2.34, -0.34, 0.34], [2.48, -1.75, 1.42], [0.95, -1.35, 0.74], [-8.18, -0.28, 2.83], [-6.68, -0.10, 2.95], [-6.04, -0.16, 1.67], [-6.11, 0.95, 0.94], [-6.63, 1.99, 1.27], [-5.49, 0.73, -0.21], [-5.50, 1.83, -1.12], [-8.41, -1.20, 2.29], [-8.63, -0.33, 3.82], [-8.63, 0.54, 2.29], [-6.25, -0.91, 3.53], [-6.43, 0.84, 3.45], [-5.14, 2.74, -0.65], [-6.51, 1.99, -1.51], [-4.84, 1.56, -1.94], [0.10, -4.10, 6.62], [0.32, -2.65, 6.25], [0.46, -2.48, 4.83], [-0.68, -2.47, 4.15], [-1.79, -2.57, 4.61], [-0.39, -2.33, 2.85], [-1.52, -2.37, 1.99], [0.89, -4.73, 6.19], [0.10, -4.22, 7.70], [-0.86, -4.46, 6.23], [1.26, -2.29, 6.67], [-0.48, -2.02, 6.62], [-2.28, -1.65, 2.30], [-1.95, -3.37, 1.96], [-1.16, -2.11, 1.00]],
  "homo_lumo_gap_ev": 10.378,
  "homo_energy_ev": -10.3
}

{
  "formula": "C18H31BeBrCl11FLiN2O6",
  "method": "ωB97M-V/def2-TZVPD",
  "species": ["C", "C", "O", "O", "C", "C", "C", "C", "N", "N", "H", "H", "H", "H", "H", "H", "H", "H", "H", "H", "H", "H", "H", "O", "C", "O", "C", "C", "C", "H", "H", "H", "H", "H", "H", "C", "C", "O", "C", "H", "H", "H", "H", "H", "H", "Be", "C", "Cl", "Cl", "Cl", "Cl", "C", "Cl", "Cl", "Cl", "Cl", "C", "Cl", "Cl", "Cl", "H", "C", "C", "O", "H", "H", "H", "H", "H", "Li", "Br", "F"],
  "xyz": [[1.08, 1.47, -3.48], [-0.42, 1.18, -4.01], [-1.17, 2.17, -4.10], [-0.79, -0.15, -4.36], [-1.56, -0.67, -3.25], [-0.70, -1.40, -2.09], [0.17, -2.64, -2.58], [1.62, -2.25, -3.19], [2.69, -2.87, -2.36], [2.94, -2.05, -1.25], [1.76, 1.15, -4.33], [1.23, 2.56, -3.22], [1.27, 0.79, -2.57], [-2.43, -1.32, -3.61], [-2.08, 0.27, -2.76], [-1.46, -1.81, -1.33], [-0.04, -0.61, -1.54], [-0.36, -3.34, -3.31], [0.39, -3.28, -1.65], [1.69, -2.79, -4.20], [1.77, -1.13, -3.31], [3.66, -2.53, -0.70], [2.08, -1.93, -0.68], [-0.07, -1.69, 0.60], [-1.02, -1.85, 1.32], [-1.49, -3.07, 1.69], [-2.69, -2.90, 2.47], [-2.61, -1.49, 3.01], [-1.86, -0.76, 1.91], [-3.55, -3.04, 1.81], [-2.72, -3.64, 3.26], [-3.58, -1.06, 3.24], [-2.01, -1.48, 3.93], [-2.54, -0.38, 1.15], [-1.25, 0.05, 2.32], [-4.14, -6.55, 1.33], [-4.02, -6.52, 2.83], [-4.17, -5.49, 3.45], [-3.70, -7.82, 3.52], [-4.37, -5.55, 0.96], [-3.20, -6.88, 0.88], [-4.96, -7.22, 1.04], [-2.74, -8.20, 3.18], [-4.49, -8.55, 3.33], [-3.64, -7.65, 4.60], [-2.41, -5.16, 0.35], [2.74, -1.10, 3.00], [1.04, -1.21, 3.53], [3.75, -2.11, 4.06], [2.88, -1.66, 1.32], [3.27, 0.59, 3.10], [2.65, 4.51, 2.27], [0.97, 4.36, 2.80], [3.70, 3.51, 3.32], [2.79, 3.95, 0.57], [3.16, 6.20, 2.37], [3.80, 3.99, -5.49], [3.36, 2.33, -5.91], [3.27, 4.38, -3.85], [5.54, 4.23, -5.66], [3.29, 4.66, -6.18], [0.14, 8.74, 0.49], [1.01, 8.82, 1.76], [0.31, 9.47, 2.67], [-0.11, 9.73, 0.10], [0.68, 8.21, -0.30], [-0.80, 8.20, 0.67], [1.97, 9.26, 1.44], [1.30, 7.78, 1.98], [-1.26, 0.70, -1.35], [4.94, 2.90, 1.07], [1.49, 7.60, 3.92]],
  "homo_lumo_gap_ev": 1.311,
  "homo_energy_ev": -2.4,
  "charge": -1
}

{
  "formula": "C18H31Br2ClFNO7",
  "method": "ωB97M-V/def2-TZVPD",
  "species": ["C", "O", "C", "C", "C", "C", "C", "C", "C", "Cl", "O", "C", "O", "C", "O", "N", "C", "O", "F", "C", "Br", "C", "C", "Br", "H", "H", "H", "H", "H", "H", "H", "H", "H", "H", "H", "H", "H", "H", "H", "H", "H", "H", "H", "C", "C", "O", "H", "H", "H", "H", "H", "H", "C", "C", "O", "H", "H", "H", "H", "H", "H"],
  "xyz": [[3.23, 1.18, 1.92], [3.26, -0.09, 2.54], [2.21, -0.25, 3.50], [0.82, -0.55, 2.86], [0.93, -1.42, 1.57], [-0.48, -1.64, 0.89], [-0.39, -2.63, -0.30], [0.89, -2.63, -1.19], [2.08, -3.51, -0.62], [1.48, -1.03, -1.76], [-0.94, -0.30, 0.67], [-1.39, 0.09, -0.54], [-2.27, -0.34, -1.19], [-0.72, 1.41, -1.10], [-0.37, 1.52, -2.20], [-0.58, 2.59, -0.22], [-1.79, 2.78, 0.50], [-2.70, 3.22, -0.03], [-1.83, 2.40, 1.79], [-1.30, -2.42, 2.00], [-0.37, -3.66, 3.21], [-2.62, -2.35, 2.16], [-3.54, -1.51, 1.29], [-3.54, -3.38, 3.55], [2.63, 1.17, 0.98], [4.27, 1.41, 1.62], [2.92, 2.01, 2.59], [2.10, 0.71, 4.05], [2.53, -0.99, 4.25], [0.37, 0.43, 2.61], [0.18, -1.00, 3.64], [1.57, -0.80, 0.90], [1.48, -2.35, 1.72], [-1.26, -2.63, -0.98], [-0.41, -3.64, 0.15], [0.60, -3.18, -2.11], [2.60, -3.91, -1.50], [1.63, -4.31, -0.01], [2.74, -2.84, -0.04], [0.23, 2.48, 0.40], [-3.62, -1.92, 0.27], [-4.57, -1.56, 1.70], [-3.27, -0.44, 1.28], [-4.21, 6.07, 0.09], [-4.62, 7.45, -0.39], [-4.65, 8.38, 0.69], [-4.90, 5.71, 0.86], [-4.20, 5.36, -0.73], [-3.22, 6.10, 0.55], [-5.62, 7.42, -0.82], [-3.93, 7.82, -1.15], [-3.76, 8.41, 1.07], [4.47, -2.55, -5.01], [4.14, -3.76, -4.15], [2.79, -3.69, -3.70], [4.32, -1.63, -4.45], [5.50, -2.59, -5.36], [3.81, -2.51, -5.88], [4.78, -3.79, -3.27], [4.28, -4.69, -4.72], [2.22, -3.67, -4.47]],
  "homo_lumo_gap_ev": 9.439,
  "homo_energy_ev": -9.5
}

{
  "formula": "C18H31ClNO2P2Y",
  "method": "ωB97M-V/def2-TZVPD",
  "species": ["C", "C", "N", "C", "C", "C", "C", "P", "Y", "P", "C", "O", "O", "H", "H", "H", "C", "C", "H", "H", "H", "H", "C", "C", "H", "H", "H", "H", "H", "H", "H", "H", "H", "H", "H", "H", "H", "H", "H", "H", "H", "H", "Cl", "C", "C", "C", "C", "C", "C", "C", "H", "H", "H", "H", "H", "H"],
  "xyz": [[4.22, -1.37, 0.12], [2.88, -1.03, 0.51], [1.85, -1.11, -0.43], [2.15, -1.73, -1.61], [3.39, -2.31, -1.92], [4.46, -2.09, -1.05], [2.65, -0.62, 1.85], [1.05, -0.17, 2.51], [-0.62, -0.80, 0.13], [-0.33, -0.74, -2.61], [0.99, -2.01, -2.60], [5.14, 2.42, 1.39], [1.31, 5.03, 0.75], [5.03, -1.08, 0.80], [3.45, -2.97, -2.78], [5.43, -2.52, -1.27], [0.97, -1.59, 3.71], [1.28, 1.28, 3.63], [1.38, -2.10, -3.63], [0.53, -2.98, -2.32], [4.21, 2.20, 1.72], [3.60, -0.36, 2.36], [-1.72, -1.67, -3.29], [0.22, 0.31, -3.97], [-0.07, 0.93, -0.72], [0.57, 4.78, 1.36], [1.83, 4.21, 0.71], [4.84, 3.01, 0.64], [-0.05, -2.60, 0.88], [-0.23, 1.00, -1.48], [1.77, -1.40, 4.43], [0.01, -1.78, 4.23], [1.23, -2.45, 3.10], [2.10, 1.15, 4.35], [1.49, 2.19, 3.04], [0.37, 1.49, 4.22], [0.18, -0.28, -4.89], [-0.43, 1.19, -4.05], [1.26, 0.66, -3.80], [-1.51, -1.88, -4.35], [-1.87, -2.60, -2.73], [-2.62, -1.05, -3.21], [-3.02, -1.81, 0.40], [-4.06, -0.32, 0.43], [-5.40, -0.61, 0.37], [-6.32, 0.44, 0.29], [-5.87, 1.76, 0.24], [-4.50, 2.05, 0.30], [-3.54, 1.00, 0.47], [-2.12, 1.26, 0.68], [-5.72, -1.65, 0.39], [-7.38, 0.21, 0.26], [-6.59, 2.58, 0.15], [-4.15, 3.09, 0.26], [-1.83, 1.18, 1.75], [-1.87, 2.26, 0.29]],
  "homo_lumo_gap_ev": 6.252,
  "homo_energy_ev": -6.1
}

{
  "formula": "C18H31MnN2O3",
  "method": "ωB97M-V/def2-TZVPD",
  "species": ["Mn", "C", "N", "C", "C", "O", "C", "O", "C", "C", "O", "N", "C", "C", "H", "H", "H", "H", "H", "H", "H", "H", "H", "H", "H", "H", "H", "H", "H", "H", "C", "C", "C", "C", "C", "C", "C", "C", "C", "C", "H", "H", "H", "H", "H", "H", "H", "H", "H", "H", "H", "H", "H", "H", "H"],
  "xyz": [[0.36, -0.04, -0.15], [-4.35, -0.89, -2.12], [-2.91, -0.70, -2.37], [-2.42, -0.68, -3.76], [-2.08, -0.51, -1.39], [-0.82, -0.31, -1.61], [-2.54, -0.48, 0.05], [-1.39, -0.12, 0.84], [-1.57, 0.88, 1.87], [-0.43, 1.88, 1.70], [0.45, 1.59, 0.80], [-0.37, 2.96, 2.40], [0.71, 3.95, 2.22], [-1.37, 3.32, 3.42], [-4.77, -1.41, -2.98], [-4.52, -1.52, -1.25], [-4.85, 0.07, -2.01], [-3.28, -0.60, -4.42], [-1.77, 0.17, -3.91], [-1.89, -1.60, -3.98], [-3.34, 0.25, 0.18], [-2.91, -1.46, 0.37], [-2.54, 1.37, 1.75], [-1.53, 0.40, 2.84], [1.30, 3.70, 1.34], [0.25, 4.93, 2.09], [1.33, 3.96, 3.11], [-2.01, 2.49, 3.67], [-0.84, 3.63, 4.32], [-1.96, 4.16, 3.05], [2.50, -0.27, 0.02], [2.06, -0.98, -1.15], [1.21, -2.05, -0.73], [1.10, -1.98, 0.70], [1.90, -0.88, 1.16], [2.13, -0.51, 2.58], [0.34, -2.93, 1.54], [0.59, -3.08, -1.59], [2.46, -0.69, -2.56], [3.47, 0.86, 0.05], [3.03, -1.03, 2.93], [1.32, -0.82, 3.23], [2.32, 0.56, 2.70], [1.02, -3.75, 1.82], [-0.49, -3.39, 1.01], [-0.01, -2.49, 2.47], [1.07, -4.04, -1.39], [0.70, -2.86, -2.65], [-0.47, -3.22, -1.36], [3.27, -1.37, -2.84], [2.82, 0.32, -2.68], [1.63, -0.87, -3.25], [4.46, 0.46, 0.27], [3.23, 1.57, 0.85], [3.53, 1.39, -0.89]],
  "homo_lumo_gap_ev": [7.381, 8.908],
  "s_squared": 1.22,
  "spin_multiplicity": 2,
  "homo_energy_ev": [-19.6, -19.3],
  "charge": 3
}